Record 1
ORCA calculation (wB97M-V/def2-TZVPD) on the molecule C9H7NO2 in a non-equilibrium geometry.

Results
Energy relative to the best compared isomer or geometry (same formula, charge and spin)   75.6 kcal/mol
Molar mass   161.16 g/mol
HOMO energy   -9.5 eV
Kohn-Sham gap   8.4 eV
Total charge   0
SMILES   CN1C(=O)c2ccccc2C1=O
LUMO   -0.0383 Eh
Maximum force   0.1035 hartree/bohr

Cartesian coordinates (Å):
C1 -0.446 -3.261 0.347
N1 -0.365 -1.808 0.232
C2 0.666 -1.007 0.952
O1 1.615 -1.353 1.656
C3 0.342 0.410 0.516
C4 1.042 1.626 1.037
C5 0.722 2.866 0.516
C6 0.017 2.746 -0.690
C7 -0.679 1.597 -1.262
C8 -0.711 0.388 -0.470
C9 -1.032 -0.996 -0.769
O2 -1.472 -1.532 -1.841
H1 0.534 -3.733 0.244
H2 -0.977 -3.344 1.414
H3 -1.076 -3.317 -0.708
H4 1.916 1.607 1.809
H5 1.267 3.700 0.681
H6 -0.071 3.507 -1.573
H7 -1.293 1.904 -2.093



Record 2
ORCA calculation (wB97M-V/def2-TZVPD) on a 2-piece molecular cluster, CH2Cl2NO2S overall in a non-equilibrium geometry.

Results
Energy relative to the best compared isomer or geometry (same formula, charge and spin)   28.8 kcal/mol
Molar mass   163.01 g/mol
HOMO energy   -4.6 eV
Kohn-Sham gap   7.8 eV
Total charge   -1
LUMO   0.1173 Eh
Maximum force   0.0538 hartree/bohr

Cartesian coordinates (Å):
C1 -0.960 0.230 -0.878
N1 1.991 -0.181 0.809
O1 4.249 -0.368 -0.483
O2 2.539 1.107 -1.453
S1 2.909 0.200 -0.286
Cl1 -1.514 1.546 0.150
Cl2 -2.092 -1.056 -0.775
H1 0.089 -0.020 -0.493
H2 -0.971 0.784 -1.853



Record 3
ORCA calculation (wB97M-V/def2-TZVPD) on C20H18BF8N5O4S2Sn as an isolated structure in a non-equilibrium geometry.

Results
Energy relative to the best compared isomer or geometry (same formula, charge and spin)   57.0 kcal/mol
Molar mass   738.04 g/mol
HOMO energy   -7.5 eV
Kohn-Sham gap   7.1 eV
Total charge   0
LUMO   -0.0131 Eh
Maximum force   0.0305 hartree/bohr

Cartesian coordinates (Å):
Sn1 -1.347 -1.285 0.213
C1 -2.574 1.860 1.037
N1 -1.225 1.634 0.544
C2 -0.226 2.046 1.528
C3 0.093 0.983 2.553
C4 1.289 1.034 3.265
C5 1.544 0.057 4.209
C6 0.606 -0.944 4.414
C7 -0.537 -0.929 3.639
N2 -0.793 0.013 2.738
C8 -1.004 2.260 -0.761
C9 -0.286 1.306 -1.679
C10 0.641 0.424 -1.145
C11 1.250 -0.514 -1.980
C12 0.954 -0.463 -3.346
C13 0.040 0.484 -3.770
N3 -0.591 1.331 -2.967
C14 -3.609 1.326 0.089
C15 -4.843 1.952 -0.058
C16 -5.762 1.433 -0.954
C17 -5.409 0.316 -1.696
C18 -4.165 -0.248 -1.479
N4 -3.297 0.234 -0.602
H1 -2.771 2.929 1.223
H2 -2.673 1.314 1.981
H3 -0.554 2.962 2.057
H4 0.712 2.283 1.020
H5 2.020 1.800 3.060
H6 2.465 0.065 4.769
H7 0.775 -1.733 5.130
H8 -1.293 -1.701 3.737
H9 -0.427 3.191 -0.667
H10 -1.958 2.515 -1.228
H11 0.979 0.497 -0.130
H12 2.812 -1.823 -2.105
H13 1.438 -1.137 -4.036
H14 -0.222 0.576 -4.817
H15 -5.082 2.829 0.524
H16 -6.727 1.899 -1.083
H17 -6.082 -0.103 -2.427
H18 -3.834 -1.117 -2.028
F1 -1.577 -2.000 -3.314
B1 -1.067 -2.337 -2.123
F2 -0.105 -3.241 -2.315
F3 1.640 -3.710 1.853
C19 2.688 -3.295 1.141
F4 3.660 -3.062 2.013
F5 3.038 -4.301 0.349
S1 2.225 -1.682 0.201
O1 0.771 -1.966 0.407
O2 2.560 -0.538 0.988
N5 2.141 -1.412 -1.463
S2 5.134 -1.502 -1.188
O3 4.632 -1.497 -2.553
O4 4.055 -2.058 -0.231
C20 4.973 0.400 -0.714
F6 3.805 0.944 -1.074
F7 5.155 0.600 0.594
F8 5.944 1.096 -1.340



Record 4
ORCA calculation (wB97M-V/def2-TZVPD) on C3H3O9Rb as an isolated structure in a non-equilibrium geometry.

Results
Energy relative to the best compared isomer or geometry (same formula, charge and spin)   16.3 kcal/mol
Molar mass   268.52 g/mol
HOMO energy   -2.1 eV
Kohn-Sham gap   5.9 eV
Total charge   -2
LUMO   0.1391 Eh
Maximum force   0.0781 hartree/bohr

Cartesian coordinates (Å):
Rb1 -0.585 -0.510 -1.806
O1 3.159 0.622 -0.037
C1 2.370 1.632 -0.595
O2 1.122 1.463 -0.499
O3 2.951 2.582 -1.134
H1 2.415 0.018 0.149
O4 -2.811 0.505 -0.094
C2 -3.627 1.634 0.118
O5 -4.865 1.372 0.102
O6 -3.083 2.723 0.293
H2 -3.499 -0.152 -0.267
O7 1.038 -1.447 1.148
C3 1.290 -2.575 0.421
O8 1.525 -3.670 0.988
O9 1.361 -2.495 -0.841
H3 1.237 -1.704 2.056



Record 5
ORCA calculation (wB97M-V/def2-TZVPD) on C3H6N2O as an isolated structure in a non-equilibrium geometry.

Results
Energy relative to the best compared isomer or geometry (same formula, charge and spin)   80.4 kcal/mol
Molar mass   86.09 g/mol
HOMO energy   -10.5 eV
Kohn-Sham gap   11.1 eV
Total charge   0
LUMO   0.0212 Eh
Maximum force   0.0693 hartree/bohr

Cartesian coordinates (Å):
C1 2.232 -0.223 0.103
N1 -0.532 0.280 0.456
C2 -1.250 -0.539 -0.096
N2 -1.980 -1.380 -0.575
C3 -1.702 1.275 0.306
O1 -1.338 2.394 0.330
H1 2.193 -1.255 0.468
H2 3.161 0.272 0.388
H3 2.102 -0.218 -0.990
H4 1.419 0.308 0.623
H5 -1.504 -1.928 -1.271
H6 -2.801 1.015 0.260



Record 6
ORCA calculation (wB97M-V/def2-TZVPD) on a 2-piece molecular cluster, C5H9NO2 overall.

Results
Energy relative to the best compared isomer or geometry (same formula, charge and spin)   40.7 kcal/mol
Molar mass   115.13 g/mol
HOMO energy   -9.6 eV
Kohn-Sham gap   10.3 eV
Total charge   0
SMILES   CC(=O)O.C=CN=C
LUMO   0.0261 Eh
Maximum force   0.0158 hartree/bohr

Cartesian coordinates (Å):
C1 1.773 -0.073 0.375
C2 3.141 -0.501 -0.084
O1 3.891 -1.178 0.564
O2 3.467 -0.023 -1.298
H1 1.236 0.438 -0.416
H2 1.861 0.566 1.251
H3 1.297 -1.013 0.652
H4 4.382 -0.288 -1.472
C3 -3.554 0.389 -0.748
C4 -2.276 0.026 -0.770
N1 -1.513 -0.558 0.263
C5 -1.334 0.137 1.303
H5 -4.140 0.353 0.162
H6 -3.992 0.730 -1.673
H7 -1.730 0.097 -1.706
H8 -0.645 -0.175 2.084
H9 -1.862 1.073 1.513



Record 7
ORCA calculation (wB97M-V/def2-TZVPD) on a 2-piece molecular cluster, C4H13N2O2 overall in a non-equilibrium geometry.

Results
Energy relative to the best compared isomer or geometry (same formula, charge and spin)   38.0 kcal/mol
Molar mass   121.16 g/mol
HOMO energy   -13.3 eV
Kohn-Sham gap   9.9 eV
Total charge   +1
LUMO   -0.1272 Eh
Maximum force   0.0210 hartree/bohr

Cartesian coordinates (Å):
N1 -2.500 -1.697 -0.840
C1 -1.587 -1.274 0.261
C2 -0.296 -0.848 -0.445
N2 0.469 0.088 0.130
C3 0.437 0.447 1.536
C4 1.738 0.432 -0.543
O1 -0.109 -1.366 -1.542
H1 -1.925 -2.228 -1.506
H2 -2.924 -0.885 -1.302
H3 -3.255 -2.278 -0.461
H4 -1.435 -2.114 0.941
H5 -2.079 -0.538 0.906
H6 0.595 1.523 1.625
H7 -0.524 0.222 1.976
H8 1.244 -0.024 2.096
H9 1.842 -0.172 -1.430
H10 1.692 1.481 -0.831
H11 2.549 0.279 0.154
H12 1.777 4.422 1.019
H13 2.144 3.253 1.863
O2 1.710 3.455 1.021



Record 8
ORCA calculation (wB97M-V/def2-TZVPD) on the molecule C3H5FOS in a non-equilibrium geometry.

Results
Energy relative to the best compared isomer or geometry (same formula, charge and spin)   28.4 kcal/mol
Molar mass   108.14 g/mol
HOMO energy   -9.1 eV
Kohn-Sham gap   9.9 eV
Total charge   0
SMILES   O[C@@H]1[C@H](F)[C@@H]1S
LUMO   0.0280 Eh
Maximum force   0.0362 hartree/bohr

Cartesian coordinates (Å):
O1 0.198 1.546 0.694
C1 0.115 0.172 0.870
C2 0.818 -0.745 -0.147
F1 1.403 -0.033 -1.201
C3 -0.681 -0.693 -0.131
S1 -1.579 0.049 -1.478
H1 0.903 1.691 0.042
H2 0.144 -0.191 1.880
H3 1.412 -1.576 0.161
H4 -1.212 -1.511 0.294
H5 -1.521 1.291 -0.984



Record 9
ORCA calculation (wB97M-V/def2-TZVPD) on a 2-piece molecular cluster, C5H9N2O2 overall.

Results
Energy relative to the best compared isomer or geometry (same formula, charge and spin)   0.0 kcal/mol
Molar mass   129.14 g/mol
HOMO energy   -14.1 eV
Kohn-Sham gap   11.6 eV
Total charge   +1
LUMO   -0.0927 Eh
Maximum force   0.0159 hartree/bohr

Cartesian coordinates (Å):
C1 -3.536 -0.696 -0.016
C2 -2.268 -1.183 0.099
C3 -2.144 0.994 0.028
C4 3.650 0.745 -0.034
C5 2.470 -0.174 -0.009
N1 -3.430 0.662 -0.058
N2 -1.429 -0.114 0.127
O1 2.684 -1.480 -0.100
O2 1.327 0.225 0.096
H1 -4.476 -1.207 -0.070
H2 -1.918 -2.193 0.162
H3 -1.747 1.990 0.017
H4 3.737 1.230 0.938
H5 4.580 0.231 -0.261
H6 3.476 1.530 -0.767
H7 -4.203 1.309 -0.140
H8 3.616 -1.729 -0.180
H9 -0.390 -0.138 0.169